Record 1
Density functional theory data (ωB97M-V/def2-TZVPD) for a cluster of 2 separate species, CHO5S in total in a non-equilibrium geometry.

Structure (ORCA input):
```
! RIJCOSX wB97M-V def2-TZVPD def2/J DEFGRID3
* xyz -1 1
C -0.58 -0.49 -0.08
O 0.50 1.72 0.73
O 1.98 -0.21 0.56
O 1.34 0.94 -1.46
O -0.91 -1.67 -0.71
O -0.69 -1.57 0.70
S 1.03 0.65 -0.07
H -2.68 0.62 0.32
*
```

Values from the calculation:
Gap between HOMO and LUMO (alpha / beta), eV: 7.439 / 9.574
ΔE to the lowest compared entry with this formula, charge and spin, kcal per mole: 202.8
HOMO level (alpha / beta), Eh: -0.162 / -0.217
Total energy, eV: -22119.6900



Record 2
Density functional theory data (ωB97M-V/def2-TZVPD) for an isolated molecule of C5H10O in a non-equilibrium geometry.

Structure (ORCA input):
```
! RIJCOSX wB97M-V def2-TZVPD def2/J DEFGRID3
* xyz 0 1
O 1.14 0.52 2.22
C 0.03 0.10 2.22
C -0.36 -0.85 1.06
C -0.94 -0.14 -0.14
C 0.05 0.76 -0.83
C 0.90 0.08 -1.88
H -0.72 0.39 2.96
H -1.01 -1.59 1.58
H 0.58 -1.39 0.76
H -1.64 0.53 0.43
H -1.66 -0.79 -0.73
H 0.63 1.21 -0.05
H -0.36 1.64 -1.17
H 0.31 -0.41 -2.82
H 1.43 -0.77 -1.39
H 1.64 0.72 -2.24
*
```

Values from the calculation:
Gap between HOMO and LUMO, eV: 10.703
ΔE to the lowest compared entry with this formula, charge and spin, kcal per mole: 32.6
HOMO level, Eh: -0.355
SMILES string: CCCCC=O
Total energy, eV: -7393.3536



Record 3
Density functional theory data (ωB97M-V/def2-TZVPD) for a structure of composition C11H13N4PdS3 in a non-equilibrium geometry.

Structure (ORCA input):
```
! RIJCOSX wB97M-V def2-TZVPD def2/J DEFGRID3
* xyz 1 1
Pd -0.09 0.07 0.02
N -3.22 2.96 -0.46
C -2.15 2.16 -0.55
S -1.95 1.01 0.78
N -1.36 2.28 -1.59
N -0.33 1.39 -1.50
C 0.56 1.35 -2.42
C 1.63 0.37 -2.26
C 2.66 0.21 -3.17
C 3.63 -0.75 -2.93
C 3.54 -1.53 -1.79
C 2.49 -1.32 -0.92
N 1.56 -0.40 -1.14
H -3.85 2.89 0.32
H -3.39 3.63 -1.19
H 0.51 2.02 -3.27
H 2.69 0.84 -4.05
H 4.44 -0.89 -3.63
H 4.28 -2.29 -1.57
H 2.38 -1.90 -0.01
C 1.51 -1.98 3.95
C 0.85 -1.62 2.65
S 1.07 -0.07 2.09
C 0.07 -2.57 1.93
C -0.13 -3.97 2.45
S -0.66 -2.20 0.48
H 2.09 -1.15 4.33
H 2.17 -2.84 3.82
H 0.76 -2.25 4.69
H 0.37 -4.14 3.39
H 0.24 -4.70 1.72
H -1.19 -4.17 2.58
*
```

Values from the calculation:
Gap between HOMO and LUMO (alpha / beta), eV: 5.189 / 5.222
ΔE to the lowest compared entry with this formula, charge and spin, kcal per mole: 7.5
HOMO level (alpha / beta), Eh: -0.399 / -0.399
Total energy, eV: -53557.6210



Record 4
Density functional theory data (ωB97M-V/def2-TZVPD) for a structure of composition C4H6IrLiO in a non-equilibrium geometry.

Structure (ORCA input):
```
! RIJCOSX wB97M-V def2-TZVPD def2/J DEFGRID3
* xyz 3 6
C -0.44 -0.71 1.80
C -0.11 0.45 1.04
H -0.52 -0.67 2.90
H -0.32 -1.70 1.37
H -0.41 1.42 1.46
H -0.24 0.39 -0.05
Li -2.68 -0.41 1.21
O 2.11 2.04 2.90
C 2.52 1.38 1.84
C 1.77 0.64 1.01
Ir 1.11 2.03 4.29
H 2.19 0.09 0.17
H 3.58 1.54 1.57
*
```

Values from the calculation:
Gap between HOMO and LUMO (alpha / beta), eV: 7.087 / 7.885
ΔE to the lowest compared entry with this formula, charge and spin, kcal per mole: 0.0
HOMO level (alpha / beta), Eh: -0.796 / -0.899
Total energy, eV: -9294.0761



Record 5
Density functional theory data (ωB97M-V/def2-TZVPD) for the ion C2H8N2 with charge -1.

Structure (ORCA input):
```
! RIJCOSX wB97M-V def2-TZVPD def2/J DEFGRID3
* xyz -1 2
C -1.19 -0.90 0.12
N 0.19 -0.82 -0.33
C 1.05 0.19 0.26
N 0.73 1.61 0.03
H -1.71 0.05 0.12
H -1.73 -1.62 -0.50
H -1.24 -1.34 1.12
H 0.29 -0.76 -1.33
H 2.06 -0.02 -0.12
H 1.08 0.07 1.32
H 0.72 1.80 -0.97
H -0.25 1.74 0.28
*
```

Values from the calculation:
Gap between HOMO and LUMO (alpha / beta), eV: 3.335 / 9.289
ΔE to the lowest compared entry with this formula, charge and spin, kcal per mole: 5.7
HOMO level (alpha / beta), Eh: 0.055 / -0.168
Total energy, eV: -5182.0386



Record 6
Density functional theory data (ωB97M-V/def2-TZVPD) for a structure of composition C3HAgMgO4 in a non-equilibrium geometry.

Structure (ORCA input):
```
! RIJCOSX wB97M-V def2-TZVPD def2/J DEFGRID3
* xyz 2 1
O 0.26 1.90 -1.55
C 0.67 0.98 -0.82
O 1.12 -0.11 -1.00
Mg -0.04 2.43 -3.35
O 0.08 1.19 0.54
C -0.63 0.19 1.19
C -0.61 -1.04 0.82
O -0.83 -2.24 0.83
Ag -0.69 -4.66 1.95
H 0.68 1.36 1.38
*
```

Values from the calculation:
Gap between HOMO and LUMO (alpha / beta), eV: 2.655 / 2.656
HOMO level (alpha / beta), Eh: -0.511 / -0.511
Total energy, eV: -20737.6188



Record 7
Density functional theory data (ωB97M-V/def2-TZVPD) for an isolated molecule of C19H23N5O3S in a non-equilibrium geometry.

Structure (ORCA input):
```
! RIJCOSX wB97M-V def2-TZVPD def2/J DEFGRID3
* xyz 0 1
C -6.12 -0.41 -0.05
C -4.67 -0.11 0.20
C -3.76 -1.14 0.42
C -2.42 -0.87 0.63
C -1.99 0.44 0.63
C -2.88 1.49 0.42
C -4.21 1.20 0.21
H -4.91 2.01 0.05
H -2.51 2.50 0.43
S -0.28 0.81 0.94
O -0.16 1.43 2.23
O 0.49 -0.39 0.70
N 0.06 1.95 -0.23
C 0.59 1.44 -1.47
C 2.14 1.45 -1.49
N 2.72 2.32 -0.48
C 3.04 1.73 0.82
C 4.00 0.54 0.68
O 5.20 0.65 0.62
N 3.34 -0.66 0.63
N 4.01 -1.83 0.66
C 3.40 -2.93 0.48
C 1.99 -3.14 0.12
C 1.43 -2.52 -0.99
C 0.11 -2.79 -1.31
C -0.61 -3.65 -0.50
N -0.09 -4.24 0.57
C 1.17 -3.99 0.87
H 1.55 -4.49 1.75
H -1.64 -3.90 -0.71
H -0.36 -2.34 -2.18
H 2.03 -1.88 -1.62
H 4.02 -3.81 0.61
H 2.31 -0.67 0.66
H 2.17 1.42 1.40
H 3.58 2.50 1.38
C 1.94 3.54 -0.36
C 0.51 3.27 0.16
H 0.47 3.31 1.24
H -0.18 4.02 -0.25
H 1.90 3.98 -1.36
H 2.46 4.23 0.31
H 2.49 1.82 -2.46
H 2.53 0.45 -1.35
H 0.21 0.43 -1.59
H 0.19 2.07 -2.28
H -1.71 -1.65 0.80
H -4.11 -2.16 0.42
H -6.29 -0.54 -1.12
H -6.42 -1.33 0.46
H -6.75 0.41 0.30
*
```

Values from the calculation:
Gap between HOMO and LUMO, eV: 8.942
ΔE to the lowest compared entry with this formula, charge and spin, kcal per mole: 70.4
HOMO level, Eh: -0.313
SMILES string: Cc1ccc(S(=O)(=O)N2CCN(CC(=O)N/N=C\c3cccnc3)CC2)cc1
Total energy, eV: -44502.9012